# 1
The following is a quantum chemistry calculation of a structure of composition C45H46AlGeINO3P2S2Se, from the Open Molecules 2025 dataset.

```
! RIJCOSX wB97M-V def2-TZVPD def2/J DEFGRID3
* xyz 1 1
Al 1.84672 0.12092 -0.59265
N 2.60492 -1.82142 -0.71163
C 3.49363 -2.24970 0.36035
C 3.70820 -3.62363 0.53323
C 4.53785 -4.06536 1.53463
C 5.17586 -3.14356 2.34098
C 5.03399 -1.80081 2.10060
C 4.15057 -1.28156 1.14526
P 3.60912 0.47409 1.02133
C 3.17474 1.10624 2.68350
C 2.84541 2.44504 2.70961
C 2.26624 2.98789 3.84694
C 1.98253 2.22348 4.96443
C 2.35289 0.87948 4.93671
C 2.89762 0.29643 3.81851
C 5.12902 1.29455 0.41901
C 5.58673 0.95912 -0.85882
C 6.78497 1.39899 -1.37038
C 7.58701 2.25994 -0.59085
C 7.16445 2.53402 0.72780
C 5.95771 2.08847 1.17262
H 3.07878 -1.86128 -1.60804
H 1.83377 -2.47410 -0.75137
H 3.25446 -4.29797 -0.16146
H 4.76021 -5.08640 1.71288
H 5.84948 -3.43661 3.12295
H 5.61586 -1.15757 2.68982
H 3.06394 3.01272 1.82836
H 2.06035 4.03376 3.84429
H 1.50063 2.60263 5.85865
H 2.18711 0.30725 5.82888
H 3.14365 -0.70578 3.86246
H 4.98177 0.28675 -1.46985
H 7.12244 0.98779 -2.30991
H 8.58421 2.56370 -0.95551
H 7.83200 2.99766 1.46377
H 5.64996 2.39768 2.14463
I -1.23426 -3.60278 -2.48025
C -2.79183 -3.27527 -1.06149
C -2.79325 -4.08528 0.03347
C -3.88752 -4.09051 0.93100
C -5.01452 -3.39866 0.64027
C -5.05784 -2.57084 -0.51435
C -6.24102 -1.84903 -0.80011
C -6.27837 -0.91304 -1.80142
C -5.06881 -0.62687 -2.48007
C -3.87738 -1.29376 -2.24815
P -2.35089 -0.37239 -2.70453
C -2.15314 -0.57690 -4.54069
C -0.91663 -0.15093 -5.02486
C -0.70015 -0.11319 -6.41582
C -1.70260 -0.46696 -7.27741
C -2.91532 -0.99578 -6.76756
C -3.15669 -0.95147 -5.41425
C -3.02213 1.34562 -2.58719
C -3.28295 2.18979 -3.64296
C -3.80883 3.45420 -3.42210
C -4.09464 3.85706 -2.11742
C -3.80935 2.98803 -1.04737
C -3.33059 1.74239 -1.26364
C -3.89560 -2.37874 -1.30399
H -2.03139 -4.83474 0.17197
H -3.82178 -4.77750 1.77137
H -5.88904 -3.43384 1.25038
H -7.06663 -1.96355 -0.10415
H -7.16883 -0.36024 -2.01932
H -5.04430 0.27116 -3.06623
H -0.13912 0.12047 -4.32489
H 0.30000 0.21834 -6.81862
H -1.53517 -0.41291 -8.34969
H -3.68631 -1.30644 -7.45191
H -4.13176 -1.23102 -5.00601
H -3.09109 1.88415 -4.61704
H -4.09167 4.08731 -4.27280
H -4.50250 4.81985 -1.89473
H -4.02105 3.29441 -0.03560
H -3.08912 1.08691 -0.43978
C -3.34763 -0.17914 2.56240
Ge -1.71822 0.68202 3.24379
C -0.98725 -0.13961 4.87285
C -1.94537 2.62949 3.43566
C -0.37487 0.74463 1.84490
Se -0.20130 -0.67521 0.57109
C 0.21331 -2.10304 1.78265
H -4.19140 0.13458 3.18472
H -3.30800 -1.30092 2.49222
H -3.55998 0.21790 1.58501
H -1.10128 0.47510 5.78694
H 0.09224 -0.29380 4.77759
H -1.45696 -1.10871 5.05906
H -2.75751 2.88373 4.07570
H -2.05006 3.02852 2.41606
H -0.96202 3.03127 3.77870
H 0.55806 0.89046 2.37161
H -0.55794 1.65143 1.26113
H -0.61148 -2.16862 2.45185
H 1.08373 -1.91427 2.40268
H 0.28597 -3.03685 1.19976
O 2.89777 3.40690 -1.15078
S 1.77086 2.62365 -1.56651
O 1.24197 1.84161 -0.32211
O 0.67867 3.21102 -2.24252
S 2.29397 0.88800 -2.64824
*
```

Summary:
HOMO energy	-0.359	hartree

# 2
The following is a quantum chemistry calculation of a structure of composition C45H46AsB2LaN13PS2, from the Open Molecules 2025 dataset.

```
! RIJCOSX wB97M-V def2-TZVPD def2/J DEFGRID3
* xyz 0 1
La 0.42615 -0.12274 0.03408
C 3.61826 -0.60515 -3.17555
C 3.12673 0.10648 -2.08067
N 1.80257 -0.03086 -1.99685
N 1.42001 -0.83298 -3.01877
C 2.49515 -1.18529 -3.73857
B -0.07124 -1.07832 -3.38857
N -0.85644 -2.01297 -2.42542
C -1.51687 -3.12679 -2.77119
C -2.25110 -3.56296 -1.68326
C -1.97556 -2.62410 -0.68433
N -1.13857 -1.69630 -1.14156
N -0.77803 0.29848 -3.33161
C -1.33571 0.95386 -4.36327
C -1.90411 2.11675 -3.88446
C -1.63317 2.08052 -2.51390
N -0.95093 0.98963 -2.17789
H 4.64126 -0.68760 -3.50431
H 3.65552 0.71614 -1.36330
H 2.39145 -1.81386 -4.61029
H -0.13018 -1.53471 -4.49926
H -1.43429 -3.53072 -3.76885
H -2.89645 -4.42386 -1.62226
H -2.35868 -2.56505 0.32346
H -1.28827 0.54634 -5.36221
H -2.43863 2.86978 -4.44170
H -1.91727 2.79365 -1.76211
C -1.83770 -0.59573 5.50644
N -0.64476 -1.26333 5.01495
C 0.33243 -1.83727 5.82120
C 1.27334 -2.32496 4.99351
N 0.87933 -2.06048 3.68983
B 1.68235 -2.47547 2.42392
N 1.01290 -3.73473 1.79938
C 0.45227 -4.80983 2.46669
C 0.16482 -5.76203 1.55862
N 0.55884 -5.26445 0.32527
C 0.48541 -5.96260 -0.94469
C 1.06796 -4.01494 0.48637
S 1.67386 -3.03484 -0.76832
C -0.28847 -1.39992 3.71502
S -1.25199 -0.85734 2.39795
H -1.59901 0.40478 5.86782
H -2.26437 -1.17314 6.32344
H -2.55590 -0.52179 4.69506
H 0.25166 -1.85525 6.89628
H 2.21310 -2.80695 5.20720
H 2.82062 -2.72158 2.73832
H 1.59687 -1.60272 1.60297
H 0.30291 -4.80298 3.53458
H -0.27474 -6.73862 1.67245
H 0.30802 -7.01834 -0.75240
H 1.42207 -5.83643 -1.48163
H -0.31711 -5.55734 -1.55890
C -0.01416 4.15256 3.08615
C -0.74697 5.44822 2.77433
As -0.14852 6.96091 3.89844
C -0.63644 8.39127 2.65623
C 0.01228 9.61852 2.78794
C -0.27019 10.66713 1.92536
C -1.21755 10.50529 0.92045
C -1.89054 9.29810 0.79951
C -1.60714 8.24862 1.66884
C 1.73407 6.84073 3.38194
C 2.67532 6.54614 4.36500
C 4.01458 6.36611 4.03341
C 4.42051 6.48456 2.71174
C 3.48764 6.78505 1.72451
C 2.15061 6.95882 2.05643
P -0.28380 2.81376 1.80158
C -2.12771 2.82904 1.79596
C -3.02756 3.23155 0.81049
C -4.40015 3.05874 0.97542
C -4.89912 2.49720 2.13863
C -4.01748 2.11324 3.14335
C -2.65330 2.26664 2.96532
C 0.45060 3.76659 0.39271
C -0.18896 4.51149 -0.60047
C 0.53112 5.11362 -1.62541
C 1.91217 5.00776 -1.66485
C 2.57259 4.33629 -0.64522
C 1.85076 3.72682 0.37107
H -0.32453 3.75569 4.05414
H 1.06447 4.31320 3.12334
H -1.81960 5.31690 2.91221
H -0.57224 5.74519 1.74104
H 0.75460 9.75040 3.56700
H 0.24689 11.61236 2.03742
H -1.43187 11.31700 0.23556
H -2.63991 9.17012 0.02740
H -2.15603 7.31940 1.57020
H 2.35705 6.45466 5.39676
H 4.73600 6.13181 4.80693
H 5.46218 6.34300 2.44867
H 3.80150 6.87779 0.69117
H 1.43181 7.19202 1.27680
H -2.68116 3.69880 -0.09496
H -5.07630 3.37028 0.18706
H -5.96609 2.35364 2.26348
H -4.39976 1.68637 4.06291
H -1.97288 1.94263 3.74553
H -1.25523 4.66724 -0.57494
H 0.00426 5.66559 -2.39408
H 2.47130 5.45924 -2.47573
H 3.65529 4.28583 -0.63722
H 2.38226 3.22405 1.16572
N 4.20509 -0.65527 5.09755
C 3.95348 -0.01470 4.16403
N 3.70770 0.79441 3.14836
C 2.92442 0.70658 2.16834
N 2.24587 0.79860 1.20625
*
```

Summary:
HOMO energy	-0.269	hartree

One value per record, in order, for LUMO level: -2.71 0.37 eV.
One value per record, in order, for energy above the lowest of the compared OMol25 structures with the same formula, charge and spin: 0.00 4.68 kcal per mole.